DFT (ωB97M-V/def2-TZVPD) results for a gas-phase ion, C30H41F6N2O5S (charge +1) in a non-equilibrium geometry.

Values from the calculation:
* charge: +1
* HOMO: -11.378 eV
* multiplicity: 1

Element x y z (Å)
C  1.338  4.493  -5.475
O  1.667  3.361  -4.621
C  1.896  3.811  -3.282
C  0.560  4.284  -2.546
C  0.871  4.305  -0.992
C  -0.325  4.838  -0.110
C  -0.550  3.985  1.225
C  -2.079  3.567  1.322
C  -2.374  2.578  0.126
C  -2.962  1.155  0.532
C  -1.951  -0.030  0.399
C  -1.452  -0.821  1.574
C  -2.027  -0.376  2.969
O  -2.569  -1.224  3.631
O  -1.973  0.906  3.460
C  -0.658  1.497  3.372
C  0.403  0.877  4.346
C  0.252  1.317  5.848
N  0.118  2.800  6.010
C  -0.519  -1.977  1.420
C  -0.101  -2.758  2.701
O  1.291  -3.124  2.776
C  2.096  -2.136  3.283
F  3.391  -2.591  3.155
F  1.896  -1.990  4.635
F  2.046  -0.954  2.603
C  -0.115  -2.299  0.060
C  0.808  -3.505  -0.236
C  0.033  -4.771  -0.875
C  1.189  -5.717  -1.389
C  1.696  -5.425  -2.744
C  2.796  -6.232  -3.260
C  3.395  -7.314  -2.480
C  2.867  -7.580  -1.143
C  1.759  -6.791  -0.575
N  -0.575  -1.565  -1.044
S  -0.136  -1.973  -2.692
C  -1.451  -0.477  -0.913
C  -1.941  0.252  -2.214
O  -2.927  -0.595  -2.880
C  -3.147  -0.190  -4.178
F  -2.442  -0.904  -5.107
F  -4.478  -0.413  -4.443
F  -2.922  1.141  -4.404
H  1.952  4.506  -6.412
H  0.234  4.404  -5.686
H  1.540  5.446  -4.919
H  2.308  2.931  -2.716
H  2.656  4.638  -3.226
H  -0.211  3.504  -2.821
H  0.237  5.280  -2.947
H  1.181  3.260  -0.721
H  1.782  4.962  -0.875
H  -0.141  5.906  0.204
H  -1.240  4.852  -0.765
H  -0.151  4.489  2.139
H  0.025  3.026  1.047
H  -2.664  4.519  1.147
H  -2.392  3.197  2.330
H  -3.174  3.073  -0.502
H  -1.507  2.410  -0.565
H  -3.463  1.217  1.528
H  -3.785  0.931  -0.212
H  -0.228  1.422  2.327
H  -0.723  2.589  3.595
H  0.297  -0.240  4.316
H  1.433  1.091  3.937
H  1.227  1.035  6.357
H  -0.544  0.726  6.365
H  1.089  3.132  6.088
H  -0.257  2.915  6.961
H  -0.379  -2.224  3.654
H  -0.693  -3.717  2.720
H  1.369  -3.908  0.639
H  1.591  -3.233  -1.005
H  -0.676  -4.479  -1.685
H  -0.464  -5.277  0.000
H  1.253  -4.579  -3.314
H  3.185  -5.968  -4.277
H  4.233  -7.879  -2.943
H  3.346  -8.388  -0.534
H  1.408  -7.002  0.459
H  1.235  -1.752  -2.674
H  -1.094  0.547  -2.887
H  -2.485  1.207  -1.971

DFT (ωB97M-V/def2-TZVPD) results for 2 unconnected molecules or ions with the total composition C30H41N4 in a non-equilibrium geometry.

Values from the calculation:
* charge: +1
* HOMO: -9.890 eV
* multiplicity: 1
* relative energy (zero: lowest compared OMol25 entry of this formula, charge and spin): 12.0 kcal per mole

Element x y z (Å)
C  -4.598  -3.390  -1.858
C  -3.770  -2.143  -1.548
C  -2.648  -1.854  -2.538
C  -1.350  -2.588  -2.192
N  -0.298  -1.953  -1.794
C  0.951  -2.719  -1.899
C  0.788  -4.117  -1.381
C  -0.302  -4.807  -2.162
N  -1.425  -3.932  -2.357
C  -2.610  -4.562  -2.913
C  -3.782  -4.665  -1.949
H  -5.358  -3.511  -1.080
H  -5.122  -3.236  -2.807
H  -4.445  -1.278  -1.540
H  -3.363  -2.224  -0.529
H  -2.971  -2.117  -3.557
H  -2.414  -0.781  -2.542
H  1.304  -2.792  -2.944
H  1.700  -2.185  -1.312
H  1.711  -4.688  -1.495
H  0.510  -4.094  -0.325
H  0.087  -5.095  -3.154
H  -0.630  -5.713  -1.637
H  -2.932  -4.016  -3.809
H  -2.316  -5.561  -3.242
H  -3.408  -4.947  -0.958
H  -4.423  -5.486  -2.294
C  -3.216  3.657  4.438
N  -3.299  2.401  3.722
C  -4.598  1.785  3.803
C  -4.600  0.342  3.333
C  -3.838  0.197  2.024
C  -2.481  0.814  2.091
C  -2.256  1.866  3.034
C  -0.927  2.343  3.181
C  0.087  1.894  2.358
C  -0.189  1.051  1.230
C  0.732  0.777  0.187
C  1.945  1.482  -0.041
C  3.004  0.887  -0.792
C  4.248  1.476  -0.923
C  4.522  2.725  -0.282
N  5.786  3.231  -0.264
C  6.076  4.565  0.220
C  6.844  2.690  -1.079
C  6.723  1.191  -1.277
C  5.320  0.813  -1.725
C  3.433  3.396  0.330
C  2.191  2.809  0.435
C  -1.481  0.443  1.208
H  -2.331  4.228  4.149
H  -4.108  4.262  4.230
H  -3.192  3.482  5.525
H  -4.930  1.840  4.847
H  -5.318  2.374  3.208
H  -4.140  -0.284  4.105
H  -5.638  0.029  3.203
H  -3.755  -0.868  1.769
H  -4.424  0.682  1.224
H  -0.713  3.079  3.952
H  1.111  2.212  2.555
H  0.472  -0.034  -0.499
H  2.836  -0.086  -1.264
H  5.455  4.826  1.081
H  7.129  4.592  0.528
H  5.936  5.320  -0.572
H  6.813  3.188  -2.066
H  7.796  2.942  -0.599
H  7.447  0.891  -2.038
H  6.965  0.683  -0.338
H  5.206  -0.275  -1.658
H  5.210  1.078  -2.791
H  3.583  4.396  0.727
H  1.374  3.378  0.883
H  -1.695  -0.314  0.446

DFT (ωB97M-V/def2-TZVPD) results for 8 unconnected molecules or ions with the total composition C30H41N7OS in a non-equilibrium geometry.

Values from the calculation:
* HOMO: -7.595 eV
* multiplicity: 1
* relative energy (zero: lowest compared OMol25 entry of this formula, charge and spin): 3.8 kcal per mole

Element x y z (Å)
C  -0.010  -1.137  -0.234
S  -1.416  -0.179  0.316
O  -0.997  0.529  1.573
C  -1.286  1.127  -0.917
H  0.101  -2.029  0.387
H  0.893  -0.537  -0.103
H  -0.117  -1.461  -1.267
H  -0.261  1.501  -0.949
H  -1.842  1.959  -0.475
H  -1.708  0.903  -1.894
N  3.569  2.991  2.286
C  2.669  3.512  1.404
C  1.587  2.679  1.335
C  1.898  1.557  2.156
C  3.104  1.786  2.759
H  4.447  3.397  2.552
H  2.883  4.458  0.932
H  0.679  2.773  0.765
H  1.277  0.683  2.271
H  3.662  1.139  3.413
N  -2.691  -1.056  -4.147
C  -2.467  -2.223  -3.460
C  -3.314  -2.233  -2.381
C  -4.137  -1.087  -2.471
C  -3.745  -0.394  -3.592
H  -2.229  -0.727  -4.975
H  -1.668  -2.857  -3.806
H  -3.332  -2.954  -1.580
H  -4.951  -0.757  -1.847
H  -4.092  0.555  -3.961
N  -2.043  3.154  2.156
C  -1.356  4.277  2.539
C  -2.277  5.249  2.829
C  -3.571  4.681  2.676
C  -3.378  3.376  2.294
H  -1.599  2.251  2.027
H  -0.284  4.335  2.471
H  -2.070  6.261  3.138
H  -4.506  5.195  2.820
H  -4.099  2.604  2.078
N  -4.220  3.524  -4.379
C  -3.750  3.098  -3.162
C  -2.540  3.700  -2.955
C  -2.233  4.453  -4.111
C  -3.296  4.339  -4.973
H  -5.100  3.220  -4.754
H  -4.384  2.524  -2.508
H  -1.913  3.594  -2.087
H  -1.372  5.076  -4.289
H  -3.423  4.713  -5.974
N  1.288  -4.135  3.367
C  0.027  -4.611  3.603
C  -0.834  -3.549  3.635
C  -0.051  -2.376  3.466
C  1.248  -2.771  3.277
H  2.059  -4.772  3.298
H  -0.193  -5.666  3.597
H  -1.902  -3.570  3.772
H  -0.350  -1.339  3.467
H  2.124  -2.180  3.067
N  2.684  -3.783  -0.874
C  1.703  -3.595  -1.798
C  0.619  -4.349  -1.412
C  0.976  -5.017  -0.213
C  2.260  -4.642  0.099
H  3.601  -3.370  -0.888
H  1.818  -2.959  -2.659
H  -0.359  -4.277  -1.862
H  0.334  -5.672  0.352
H  2.903  -4.895  0.922
N  4.694  -0.438  -0.091
C  3.964  -1.312  0.665
C  4.771  -2.318  1.091
C  6.047  -2.116  0.486
C  5.972  -0.934  -0.208
H  4.390  0.449  -0.449
H  2.943  -1.075  0.920
H  4.499  -3.159  1.707
H  6.968  -2.668  0.560
H  6.705  -0.441  -0.825

DFT (ωB97M-V/def2-TZVPD) results for 2 unconnected molecules or ions with the total composition C30H42BrF4N4O4S in a non-equilibrium geometry.

Values from the calculation:
* charge: +1
* HOMO: -12.198 eV
* multiplicity: 1

Element x y z (Å)
C  2.316  0.476  2.773
C  1.720  -0.371  1.803
C  0.901  -1.406  0.785
C  1.108  -3.025  0.953
C  1.921  -3.440  2.356
F  3.390  -3.215  2.144
N  -0.506  -0.795  0.871
C  -0.864  -1.065  2.287
C  -2.509  -1.755  2.343
C  -2.828  -2.924  1.100
O  -2.594  -3.277  2.689
C  -0.298  0.677  0.422
N  -1.120  1.745  0.744
S  -2.681  1.611  1.609
C  -0.922  3.193  0.469
C  -2.225  3.950  -0.266
C  -1.718  4.995  -1.465
Br  -3.147  5.175  1.081
N  0.965  0.692  -0.394
C  1.270  1.615  -1.489
F  0.092  2.185  -2.245
F  2.125  1.158  -2.640
F  2.169  2.700  -0.930
C  1.276  -0.795  -0.724
C  2.881  -1.105  -0.799
C  3.431  -1.695  -2.223
C  4.945  -1.276  -2.651
C  5.939  -0.775  -1.461
C  6.249  -1.862  -0.277
C  6.740  -0.966  1.045
C  8.194  -0.204  0.757
C  0.247  -1.166  -1.910
C  0.273  -2.913  -2.246
C  -1.200  -3.733  -1.827
O  -0.708  -3.400  -3.363
H  2.792  1.232  3.545
H  0.121  -3.654  0.978
H  1.771  -3.504  0.083
H  1.706  -4.565  2.677
H  1.618  -2.780  3.272
H  -0.325  -1.878  2.896
H  -0.903  -0.114  3.007
H  -3.446  -0.989  2.673
H  -2.048  -3.759  0.862
H  -3.959  -3.105  0.782
H  -3.428  0.708  0.803
H  -0.887  3.725  1.542
H  -0.002  3.574  -0.091
H  -2.960  3.201  -0.779
H  -0.935  4.522  -2.193
H  -1.210  5.896  -0.872
H  -2.634  5.447  -2.046
H  3.389  -0.028  -0.683
H  3.344  -1.752  0.045
H  3.428  -2.883  -2.110
H  2.730  -1.429  -3.153
H  4.915  -0.497  -3.553
H  5.450  -2.250  -3.121
H  6.990  -0.531  -1.970
H  5.556  0.218  -0.966
H  5.359  -2.570  0.001
H  7.217  -2.484  -0.591
H  5.921  -0.106  1.163
H  6.751  -1.583  2.040
H  8.254  0.285  -0.303
H  9.110  -0.927  0.897
H  8.317  0.667  1.547
H  -0.887  -0.983  -1.725
H  0.498  -0.774  -2.983
H  1.350  -3.530  -2.055
H  -1.170  -4.914  -1.717
H  -2.202  -3.122  -1.804
C  -8.456  2.642  1.952
C  -8.966  1.958  0.847
C  -8.243  1.919  -0.347
C  -7.003  2.568  -0.422
C  -6.492  3.262  0.683
C  -7.226  3.296  1.871
N  -6.226  2.510  -1.666
O  -6.721  1.902  -2.628
O  -5.120  3.068  -1.683
H  -9.021  2.664  2.883
H  -9.926  1.451  0.918
H  -8.654  1.382  -1.199
H  -5.534  3.775  0.637
H  -6.836  3.830  2.735

- The lowest HOMO belongs to which entry?
  C30H42BrF4N4O4S